{"formula": "C40H120N15O10P5S5", "method": "wB97M-V/def2-TZVPD", "e_above_lowest_kcal_mol": 33.52, "e_tot_ha": -6867.50768, "species": ["S", "S", "S", "S", "S", "P", "P", "P", "P", "P", "O", "O", "O", "O", "O", "O", "O", "O", "O", "O", "N", "N", "N", "N", "N", "N", "N", "N", "N", "N", "N", "N", "N", "N", "N", "C", "C", "C", "C", "C", "C", "C", "C", "C", "C", "C", "C", "C", "C", "C", "C", "C", "C", "C", "C", "C", "C", "C", "C", "C", "C", "C", "C", "C", "C", "C", "C", "C", "C", "C", "C", "C", "C", "C", "C", "H", "H", "H", "H", "H", "H", "H", "H", "H", "H", "H", "H", "H", "H", "H", "H", "H", "H", "H", "H", "H", "H", "H", "H", "H", "H", "H", "H", "H", "H", "H", "H", "H", "H", "H", "H", "H", "H", "H", "H", "H", "H", "H", "H", "H", "H", "H", "H", "H", "H", "H", "H", "H", "H", "H", "H", "H", "H", "H", "H", "H", "H", "H", "H", "H", "H", "H", "H", "H", "H", "H", "H", "H", "H", "H", "H", "H", "H", "H", "H", "H", "H", "H", "H", "H", "H", "H", "H", "H", "H", "H", "H", "H", "H", "H", "H", "H", "H", "H", "H", "H", "H", "H", "H", "H", "H", "H", "H", "H", "H", "H", "H", "H", "H", "H", "H", "H", "H", "H", "H"], "xyz": [[-4.794716, -4.025761, 1.761088], [2.620045, -0.247289, 4.664656], [1.686739, 3.867991, 2.287230], [-2.665487, -3.290329, -3.758515], [-2.441012, 1.151549, 5.952752], [-0.990302, -6.499177, 5.354733], [-4.199451, 5.753136, -0.710402], [2.199695, -1.160895, -7.318327], [5.744027, 0.812120, -1.677969], [-1.618688, -0.081652, -0.468054], [3.077903, -2.126785, -7.951511], [2.157957, -1.447961, 3.930198], [5.034429, 1.292999, -2.901087], [-0.509346, -7.919316, 5.228324], [-2.892967, -0.664750, -0.980647], [-1.882865, 2.364720, 5.255916], [-5.598127, -4.008600, 0.545985], [2.832613, 3.739157, 3.256094], [-1.322140, -2.680218, -3.976754], [-5.558613, 6.206941, -0.411728], [-2.638566, -6.595971, 5.437111], [-1.960655, 0.784436, 0.991285], [5.258358, 1.668617, -0.299045], [-3.220543, 6.861264, -1.482295], [-0.324289, -5.567719, 4.100316], [2.833609, 0.451245, -7.255828], [0.701391, -0.880987, -7.944780], [2.054049, -1.531116, -5.727666], [-0.604419, -5.751856, 6.746648], [-0.531964, -1.173683, 0.079670], [-4.264487, 4.408819, -1.722253], [-3.351959, 5.549538, 0.674422], [-0.763015, 0.759096, -1.611706], [7.425683, 1.029467, -1.914862], [5.635318, -0.774284, -1.311675], [1.176100, -0.683271, -4.955094], [3.764217, 0.628931, 3.656033], [-3.375634, -7.496810, 4.553736], [6.068959, -1.875370, -2.225706], [0.374809, 4.508630, 3.356781], [-1.087128, -6.446690, 7.924234], [7.821724, 2.015936, -2.882844], [-1.215731, 0.892805, -2.985003], [1.920593, 5.487144, 1.356996], [0.641393, 1.166624, -1.540109], [8.428837, 0.540557, -1.019981], [-3.174867, 3.745725, -2.426134], [3.992559, 2.387186, -0.430676], [0.450143, -6.335994, 3.192419], [0.002280, -1.999423, -0.958683], [-3.900618, 5.440303, 2.022100], [-3.782788, -1.976716, -3.711162], [3.025140, -2.276357, -4.987508], [-0.124573, 0.308165, -7.733524], [-3.603518, 7.267806, -2.848730], [-4.147017, 1.617591, 6.024389], [1.271646, 0.903940, 4.648532], [3.040468, 1.073282, -8.592778], [-0.436816, -4.178767, 3.876567], [-2.759055, -0.197302, 4.710015], [-3.453470, -5.526635, 6.009083], [-1.899590, 5.420482, 0.578032], [-2.799359, -3.772168, -2.037180], [-3.322798, -4.999476, 1.540134], [-3.029583, 8.079832, -0.710586], [-5.485698, 3.600995, -1.659026], [4.569578, -1.232390, -0.388066], [-0.893482, 1.672552, 1.504517], [-3.290036, 1.375649, 1.033864], [-3.961594, -2.451659, 1.911757], [0.542904, -4.856283, 6.922459], [-0.169307, -2.015407, -8.334907], [-0.217743, -1.531580, 1.455177], [5.981830, 1.895599, 0.876790], [3.884613, 0.698507, -6.310095], [-2.171285, 8.649519, -1.077351], [-4.753923, -2.391015, -3.635314], [0.781937, -1.246653, 1.775475], [3.029365, 2.146697, -8.544339], [-0.807580, 1.779627, -3.417524], [-0.924709, -1.029995, 2.113275], [1.685685, 6.273946, 2.050164], [3.859608, -1.712140, -4.590956], [-0.965582, -0.013573, -3.538399], [-4.091707, 2.626904, 6.462615], [3.375748, 0.823479, 2.605813], [1.617509, 1.906948, 4.538230], [1.258008, 0.655408, -2.326485], [3.337466, 2.155374, 0.414338], [1.507163, -5.889551, 3.117855], [6.891288, 2.476859, -3.293341], [0.372177, -3.946286, 6.358328], [3.335737, -3.108114, -5.584709], [-4.185045, -8.024317, 5.053830], [-3.585427, -1.421275, -2.788663], [0.585570, 0.758498, 3.834766], [-4.677518, 0.800598, 6.565651], [-2.109552, -4.531419, -1.805016], [9.129445, -0.019418, -1.560894], [0.582330, -4.511437, 7.952945], [4.208233, -0.348639, 0.090545], [0.475218, -3.614317, 4.026286], [-6.325714, 4.192018, -1.320676], [-1.439753, 4.448964, 0.809138], [4.688238, 0.053087, 3.753252], [2.921244, 5.384638, 0.985058], [2.513028, -2.786047, -4.155175], [0.512457, -7.406624, 3.446172], [7.924009, -0.015560, -0.241944], [-5.260093, 2.668447, -1.153011], [-3.658453, 6.429967, 2.462676], [-2.795058, -4.853984, 6.543115], [1.153232, 5.527754, 0.573287], [6.627900, -1.401209, -3.037414], [1.092923, -1.941645, -0.988316], [0.784892, -1.253019, -4.141997], [-2.103262, -6.851175, 7.760929], [-2.778050, 7.902115, 0.327186], [0.710231, 0.818872, 5.558602], [-2.251059, 1.029555, -2.954353], [-4.946937, 5.342435, 2.010342], [-4.147379, -5.923237, 6.779087], [-4.102077, -5.026634, 5.316639], [-0.416637, 4.980977, 2.739641], [2.112558, 0.811075, -9.147217], [-4.538878, 1.622924, 4.987390], [-0.349017, -2.637249, 1.572206], [-0.959488, -2.003589, -7.580046], [-0.837199, -4.057195, 2.891177], [3.844340, 1.622755, 4.074520], [-5.693720, 3.278489, -2.651508], [-0.883241, 0.041167, -6.993663], [-1.159629, -3.879108, 4.600300], [-4.597035, 7.796967, -2.852503], [-3.688067, 6.419101, -3.534141], [-2.766499, 0.257324, 3.705450], [0.730611, 2.271602, -1.590560], [6.701365, -2.527052, -1.670619], [8.381430, 1.573592, -3.691439], [5.156498, -2.354479, -2.596679], [-3.796179, -4.176167, -1.843090], [-3.683638, -2.136428, 0.886648], [8.915653, 1.448292, -0.568538], [-0.210343, -3.094200, -0.812125], [-3.683183, -0.688030, 4.966991], [0.032341, 3.703760, 4.009025], [-2.836124, 2.804438, -1.936905], [4.045343, 1.754352, -6.196008], [-2.705634, -8.314167, 4.183539], [-3.706909, -6.949923, 3.673705], [-2.841594, -4.911615, 2.505711], [-3.968756, 8.683713, -0.702793], [0.309342, -0.421237, -5.590284], [-0.377051, -1.756286, -1.917039], [3.992182, 0.765363, -9.057946], [-3.789499, -1.349063, -4.587829], [-3.007764, -2.678595, 2.451091], [-1.448963, 6.135331, 1.306987], [-0.426310, -7.258208, 8.264982], [4.809707, 0.382951, -6.622397], [-3.338245, 1.748695, 2.092990], [-0.019359, -6.199139, 2.167513], [-0.751904, 2.524397, 0.772915], [6.968713, 2.363550, 0.708225], [8.376285, 2.887035, -2.410261], [-1.257999, 2.183844, 2.424858], [-1.897686, -0.873633, 4.871105], [3.687430, 0.387794, -5.302739], [-0.584233, 0.631923, -8.666278], [1.646134, 0.257775, -4.668790], [6.060089, 0.937469, 1.476017], [0.435175, -2.940876, -8.307295], [3.719962, -1.555902, -1.025584], [-2.741352, -2.939047, -1.355007], [-1.107344, -5.784159, 8.814479], [-4.153045, 0.712784, 0.882025], [4.018232, 3.493689, -0.647351], [3.517318, 1.890630, -1.233230], [-4.651629, -1.797180, 2.370372], [-3.449521, 3.552350, -3.470138], [4.929527, -1.956504, 0.311061], [-3.417892, 4.549832, 2.525070], [5.373913, 2.647868, 1.447655], [-3.597683, -5.972152, 1.122701], [-0.621180, -1.799066, -9.310726], [0.852418, 5.295946, 3.978053], [1.523562, -5.179814, 6.581782], [-2.611266, -4.579114, 0.840719], [-2.308549, 4.370326, -2.427567], [0.513927, 1.164422, -7.435796], [-1.487492, 5.767957, -0.368338], [0.055124, 1.154977, 1.649171], [-3.332468, 2.244754, 0.365695], [-2.905854, 7.998308, -3.261899], [1.060807, 0.915565, -0.574313]], "forces_ev_per_a": [[0.017, -0.202, 1.437], [-0.204, -0.155, 0.686], [0.112, 1.287, 0.623], [0.915, -1.211, -0.619], [-0.332, 0.399, -1.301], [1.064, -2.262, -1.192], [-0.319, -0.431, -0.833], [0.887, 2.537, 1.028], [1.671, 1.316, -1.089], [-0.562, -0.154, 1.526], [0.347, -1.246, -1.220], [-0.201, -0.663, -0.383], [-0.025, -0.342, 0.920], [-0.246, 1.351, -0.093], [0.488, 0.831, -0.139], [0.609, -0.698, -0.061], [-0.673, 0.018, -1.474], [-0.098, -0.133, -0.678], [0.428, 0.179, 0.164], [-0.885, 0.048, 0.332], [-1.086, 0.842, -0.144], [0.788, -0.979, -1.244], [-1.199, 0.144, -2.432], [0.229, 0.386, -1.164], [-0.398, -2.418, 2.244], [-1.000, -0.649, -1.130], [-0.624, -0.112, -0.793], [-0.665, 0.387, 0.383], [0.332, 0.776, 0.825], [0.208, 0.208, 0.511], [0.073, 0.547, 0.268], [1.379, -1.277, -0.408], [0.462, 0.696, -0.149], [-2.283, -0.189, -0.114], [-0.353, -1.534, 1.024], [-0.591, 0.216, -1.189], [-0.403, 0.545, -1.254], [1.402, -0.904, -0.518], [-0.659, 2.279, 0.012], [0.003, 0.705, -0.175], [-0.056, -0.195, 1.493], [-0.794, 1.811, 0.351], [0.096, -0.919, 0.541], [-1.235, -1.743, 0.400], [0.222, -0.161, 0.466], [-0.809, 2.126, 0.959], [-0.131, -0.185, 0.643], [-0.036, -0.081, 0.159], [1.626, 0.666, -2.433], [1.213, -1.862, 0.671], [2.079, 0.294, -0.223], [-0.540, 1.181, 1.046], [-0.733, -1.063, 0.546], [1.222, 0.393, -0.089], [-1.163, 0.105, -0.124], [-0.633, -0.667, 0.025], [-0.370, 0.310, -0.058], [-0.913, -0.962, 0.677], [-0.372, -0.340, 0.471], [1.653, 0.480, 0.587], [-0.005, -0.945, 1.081], [0.626, 1.007, 1.025], [-1.620, 0.563, 0.148], [0.294, 0.236, -0.744], [-0.282, 0.696, 0.527], [0.908, 0.177, -0.313], [-0.191, 1.042, -2.064], [-1.272, 1.222, -0.922], [0.284, 1.040, 1.551], [1.798, -1.186, -1.064], [-0.512, 0.709, -0.375], [0.964, 0.563, 0.598], [-0.686, -0.745, -0.165], [0.414, 0.187, 1.993], [-1.287, 1.359, 0.540], [-0.301, 0.070, -0.407], [-1.200, -0.539, 0.161], [0.285, -0.131, -0.148], [0.141, 0.667, 0.408], [0.548, 0.527, -0.412], [-0.034, -0.098, 0.063], [0.598, 0.464, 0.315], [0.328, 0.281, -0.009], [-0.028, 0.181, -0.322], [-0.674, -0.584, 0.064], [0.591, -0.744, 1.066], [0.513, 0.799, 0.238], [-0.547, 0.570, 0.540], [0.170, 0.391, 0.387], [-1.215, -0.703, 0.048], [0.815, -0.488, 0.037], [-0.116, 0.253, -0.204], [0.728, -0.229, -0.558], [-0.254, 0.381, 0.190], [-0.021, 0.313, -0.334], [-0.156, -0.568, -0.594], [0.040, 1.044, 0.091], [1.101, -0.884, 0.039], [1.287, -1.064, -0.479], [0.102, -0.355, 0.157], [-0.228, 0.351, 0.880], [0.405, 0.165, -0.182], [0.005, -0.187, 0.491], [-0.638, -0.105, -0.028], [-0.028, 0.298, -0.533], [0.429, 0.522, -0.229], [0.029, 0.394, 0.090], [-0.133, 0.738, -0.044], [0.318, -0.404, 0.228], [-0.413, -0.122, 0.776], [-0.059, -0.800, 0.699], [-0.043, 0.436, -0.131], [0.375, -0.184, -0.091], [-0.072, -0.380, -0.046], [0.194, 0.130, -0.085], [-0.197, -0.211, 0.849], [0.682, 0.181, 0.109], [-0.129, -0.392, 0.229], [-0.197, -0.090, 0.549], [-1.761, -0.091, -0.347], [-1.318, -0.230, -0.177], [0.292, -0.120, -0.271], [-0.075, 0.483, -0.798], [0.266, -0.581, 0.525], [1.067, -0.034, -0.296], [0.275, 0.337, 0.559], [0.260, 0.873, -0.033], [-0.187, -0.682, -0.084], [-0.172, 0.596, -0.739], [0.398, 0.245, 0.306], [-0.379, -0.147, -1.144], [-0.229, 0.533, -0.041], [-0.721, 1.016, 0.439], [0.643, -0.501, 0.108], [0.132, 0.062, 0.256], [0.000, -0.236, 0.394], [-0.025, -0.511, -0.424], [0.407, -0.808, 0.280], [0.445, -0.006, -0.310], [0.385, -0.195, -0.115], [-0.128, -0.140, -0.347], [-0.245, 0.088, 0.425], [0.026, -0.938, -0.065], [-0.087, 0.866, 0.090], [-0.278, -0.201, 0.003], [-0.277, 0.079, -0.181], [-0.514, 0.329, -0.233], [-0.276, 0.938, -0.060], [-0.319, 0.815, 0.423], [-0.494, -0.015, -0.068], [0.104, -0.962, 0.374], [0.710, -0.116, -0.139], [0.459, -0.136, 0.627], [-0.430, 0.283, -0.975], [-0.511, -0.173, -0.122], [0.504, 0.009, -0.368], [-0.886, 0.705, 0.034], [-0.202, -0.319, -0.144], [-0.118, -0.093, -0.492], [2.416, -1.463, -0.761], [-0.455, 0.044, -0.859], [0.644, -0.404, 0.695], [0.255, -0.763, 0.539], [-0.185, -0.420, 0.133], [-0.196, -1.049, -0.414], [0.378, -0.666, -0.243], [-0.523, 0.091, -0.578], [-0.216, -0.562, 0.307], [-0.289, -0.284, -0.171], [0.094, 0.100, 0.408], [0.256, 1.083, -0.273], [-0.619, 0.359, -0.218], [0.334, -0.503, 0.595], [0.456, 0.539, 0.011], [-0.238, 0.084, -0.651], [0.721, -0.082, -0.260], [0.350, -1.004, 0.354], [-0.829, 0.057, -1.208], [-0.357, 0.957, 0.632], [-0.044, -0.137, 0.170], [0.047, -0.598, 0.323], [-0.533, 1.138, -0.140], [0.755, -0.802, -0.034], [0.056, -0.097, 0.799], [0.229, -0.329, 0.069], [-0.169, -0.507, -0.368], [0.009, -0.715, 0.205], [0.003, 0.476, -0.458], [0.612, 0.645, -0.098], [-0.487, -0.626, 0.297], [-0.433, -0.228, -0.180], [-0.170, -0.015, 0.040], [-0.405, 0.069, 0.030], [0.287, -0.247, 0.191], [0.137, -0.306, 0.266]], "mulliken_charge": [0.4048, 0.2174, 1.3297, 0.0943, 0.3686, 0.4744, 0.4158, 0.4085, 0.5125, -0.5391, -0.8849, -0.5032, -0.9411, -0.9446, -1.2146, -0.5020, -0.6433, -0.7355, -0.4198, -0.8845, 0.1813, 0.9520, 0.3224, 0.1826, 0.6688, 0.4346, 0.0885, 0.6673, 0.3771, 1.5401, 0.3865, 0.7912, 1.3042, 0.3732, 0.4327, 0.5100, -0.7520, -0.8998, -0.9806, -0.9612, -1.0672, -1.0414, -1.3443, -1.4085, -1.0999, -1.1612, -0.8111, -0.3347, -1.0736, -1.2657, -1.0568, -0.2741, -1.1535, -1.2147, -0.9874, -0.9889, -0.0456, -1.0629, -0.7824, -0.6555, -1.0698, -0.0825, -0.5887, 0.1323, -1.2256, -1.0616, -0.3232, -0.1442, -0.3586, 0.1632, -0.9122, -0.9151, -0.5741, -0.8422, -0.9287, 0.3708, 0.4926, -0.0476, 0.3582, 0.5419, -0.2076, 0.4752, 0.2682, -0.2697, 0.3639, -0.0620, 0.1595, 0.0905, -0.0124, 0.2693, 0.2420, 0.2757, 0.4023, 0.3614, -0.3344, -0.4410, 0.3783, 0.5314, 0.3181, 0.3390, -0.3416, 0.6373, 0.3590, -0.7484, 0.4476, 0.4482, 0.3824, 0.3764, 0.3370, 0.1674, 0.3247, 0.3893, 0.2664, 0.3729, 0.0282, -0.1984, 0.3609, 0.3358, 0.4822, 0.6166, 0.3262, 0.3239, 0.2842, 0.0663, 0.3367, 0.2495, 0.4113, 0.2350, -0.4543, 0.4404, 0.4110, 0.5039, 0.3363, 0.3135, 0.2760, 0.0179, 0.4570, 0.2988, 0.3216, 0.2244, 0.5922, -0.2318, 0.3359, 0.2963, 0.6028, 0.0848, -0.1079, 0.3364, 0.2810, 0.1906, -0.5593, 0.3696, -0.4469, 0.2718, 0.2953, 0.3886, -0.2542, 0.2993, 0.3355, 0.4119, 0.1392, 0.1875, -0.3843, 0.2312, 0.2784, 0.3457, 0.1688, -0.1090, 0.3126, 0.0990, 0.1931, 0.3383, 0.2248, -0.3578, 0.3458, 0.3129, 0.2002, 0.0157, 0.5008, 0.4548, 0.3239, 0.2070, 0.3929, 0.5498, 0.3158, 0.5590, 0.2838, -0.0816, 0.3403, 0.2885, 0.4176, -0.0760, -0.3485, 0.3692, 0.1100]}